(1)
A cluster of 3 separate species, C13H36BO2P in total. Source: OMol25; level of theory: ωB97M-V/def2-TZVPD.

XYZ file:
```
53
Properties=species:S:1:pos:R:3:forces:R:3
O -0.55523 -4.59243 -0.87722 0.414 1.550 -0.049
B -0.89451 -3.22662 -0.98979 0.511 0.009 0.290
O -0.14158 -2.43226 -1.86152 -0.614 -1.488 0.648
C -2.12968 -2.64264 -0.17099 0.561 -0.326 -0.706
P -3.71714 -3.08095 -1.20975 0.323 -0.446 0.902
H -1.21310 -5.09178 -1.33926 -0.554 -0.870 -0.233
H -0.66827 -1.65695 -2.00186 -0.009 1.065 -0.117
H -2.19136 -3.20760 0.76362 -0.190 0.198 0.048
H -2.05381 -1.57021 0.03835 -0.075 -0.031 -0.089
H -4.47283 -2.03245 -0.58309 0.117 -0.211 -0.261
H -3.66117 -4.38521 -0.58718 -0.035 0.217 -0.255
H -2.99995 -2.85588 -2.43573 -0.407 0.034 0.100
H -4.89022 -3.54769 -1.92251 -0.055 0.302 -0.270
C -0.19405 2.23227 5.03587 -0.078 0.099 -0.021
C -1.66514 1.83568 4.97335 0.067 -0.066 0.066
C -1.88294 0.36259 4.62962 -0.090 0.003 -0.021
C -1.35847 -0.06634 3.25798 0.096 0.018 0.012
C -1.93156 0.71177 2.07495 -0.035 -0.125 0.009
C -3.43951 0.55411 1.92066 0.028 0.143 -0.104
H 0.30079 2.10367 4.07199 0.020 -0.012 0.015
H -0.09343 3.28105 5.31978 0.053 -0.016 0.002
H 0.33908 1.63184 5.77604 0.020 -0.015 -0.032
H -2.18676 2.47410 4.25460 -0.018 -0.022 0.000
H -2.12363 2.03373 5.94601 -0.031 0.016 -0.029
H -2.95154 0.13852 4.69840 0.011 -0.013 -0.009
H -1.39828 -0.25494 5.39247 0.001 0.017 0.006
H -1.57696 -1.13060 3.12181 -0.003 0.006 -0.027
H -0.26822 0.01893 3.24145 -0.007 -0.007 0.011
H -1.44764 0.35483 1.16129 0.055 0.051 0.014
H -1.67968 1.77257 2.15811 0.020 -0.011 0.012
H -3.71215 -0.49689 1.79678 -0.012 -0.001 0.048
H -3.78687 1.09819 1.03979 -0.067 -0.036 0.020
H -3.97835 0.94950 2.78295 -0.015 -0.039 -0.001
C 2.58354 -0.27176 -1.01583 -0.106 -0.056 -0.042
C 3.13339 -0.45567 -2.42544 0.093 0.013 0.085
C 4.26740 0.51063 -2.76676 -0.005 -0.012 -0.088
C 3.88476 1.99180 -2.74478 -0.025 -0.010 0.083
C 2.73490 2.37635 -3.67475 0.104 0.065 -0.035
C 3.03875 2.12978 -5.14831 -0.153 -0.012 0.006
H 2.14498 0.71901 -0.87884 0.032 0.009 0.026
H 1.80531 -1.00890 -0.81552 0.020 0.009 0.035
H 3.37175 -0.40267 -0.27077 -0.004 0.055 0.005
H 2.32094 -0.35925 -3.15116 0.020 -0.009 -0.019
H 3.50928 -1.47718 -2.52388 -0.041 -0.001 -0.039
H 4.66716 0.25174 -3.75164 0.005 0.020 0.007
H 5.08946 0.35637 -2.06037 -0.012 -0.014 0.003
H 4.76846 2.58072 -3.01102 -0.018 0.015 -0.014
H 3.62621 2.28601 -1.72344 0.010 -0.013 -0.003
H 2.51929 3.43932 -3.53456 -0.033 -0.019 0.024
H 1.82398 1.84047 -3.39318 0.016 -0.005 0.025
H 3.92507 2.68496 -5.46215 0.022 -0.034 0.000
H 2.20243 2.45475 -5.76998 0.043 -0.006 -0.035
H 3.20708 1.07164 -5.35458 0.030 0.012 -0.007
```
Forces are in eV/Å.

Its spin multiplicity is 1. As for the net charge: 0. Its structure (SMILES) is OB(O)C[PH4].CCCCCC.CCCCCC. The value obtained for the total energy is -28125.196 eV.

=====

(2)
A cluster of 11 separate species, C13H36ClN11O24P2 in total. Source: OMol25; level of theory: ωB97M-V/def2-TZVPD.

XYZ file:
```
87
Properties=species:S:1:pos:R:3:forces:R:3
N 1.24955 -3.54950 -4.71798 -0.538 0.451 0.169
P 0.28626 -2.61376 -3.89919 1.365 -1.230 -1.111
C 0.94120 -0.92583 -3.52370 -0.077 -0.656 -0.135
O 1.37613 -0.05408 -4.59430 -0.326 0.523 0.145
C 1.86675 1.03806 -3.91547 0.139 0.656 -0.900
O 2.11248 2.09079 -4.43211 -0.357 -0.952 0.765
O 2.02208 0.72131 -2.58762 0.761 0.434 -0.379
C 2.12514 -0.73471 -2.61475 -0.203 -0.429 -0.025
P 3.87621 -0.85262 -3.35879 0.480 0.499 -0.916
O 4.73226 -0.60721 -1.99166 -0.761 -0.418 -0.458
Cl 4.21536 -2.78654 -3.97733 -0.071 -0.001 0.661
H 1.43812 -4.37016 -4.15887 0.312 -0.215 -0.200
H -0.94818 -2.38275 -4.50895 -0.054 0.432 0.155
H 0.02893 -3.17431 -2.63362 -0.321 0.671 0.163
H 0.09881 -0.41064 -3.08492 -0.322 -0.046 0.505
H 2.02201 -1.18486 -1.63808 -0.146 0.252 0.511
H 4.14372 -0.68894 -1.23442 0.449 -0.108 0.557
C 6.86439 1.36596 1.35593 -0.189 -0.024 0.211
N 6.12520 0.07481 1.33539 0.144 0.111 0.077
O 6.45146 -0.78425 2.11993 -0.019 -0.120 0.083
O 5.23364 -0.03434 0.51577 -0.091 0.099 0.125
H 7.62171 1.31514 2.12309 0.046 -0.081 0.031
H 7.30494 1.50089 0.37921 -0.081 0.053 -0.116
H 6.14206 2.14940 1.56689 -0.046 -0.006 -0.114
C 3.37471 -1.32878 -7.40378 0.107 0.073 0.145
N 3.41431 -2.51004 -8.30761 -0.013 0.093 0.132
O 4.39601 -3.21890 -8.26956 0.130 -0.102 -0.017
O 2.45532 -2.67986 -9.02731 -0.105 -0.009 -0.107
H 4.29089 -1.30525 -6.82665 0.026 -0.068 -0.009
H 3.28299 -0.44541 -8.02826 -0.110 -0.013 -0.022
H 2.51082 -1.44135 -6.75609 -0.070 -0.022 -0.038
C -3.66515 -2.03004 -1.14425 -0.026 0.135 -0.052
N -2.79530 -1.97994 -2.34978 -0.106 0.201 0.520
O -1.76942 -1.31570 -2.27742 -0.222 -0.069 -0.079
O -3.15330 -2.59485 -3.32405 0.089 -0.075 -0.240
H -3.21628 -1.43725 -0.36569 0.184 0.011 -0.037
H -4.63267 -1.63113 -1.42940 -0.069 -0.152 -0.041
H -3.74886 -3.06841 -0.84177 -0.106 -0.026 -0.070
C -3.77624 0.22871 3.10502 0.127 -0.005 -0.180
N -3.91293 -0.81700 2.05707 0.133 0.251 0.256
O -2.97087 -1.55618 1.86455 -0.055 -0.127 0.027
O -4.96881 -0.86531 1.45472 -0.046 -0.054 -0.041
H -2.79157 0.14752 3.54762 0.033 -0.054 -0.030
H -3.90693 1.19149 2.61852 -0.083 -0.018 -0.019
H -4.54706 0.05938 3.84810 0.055 0.056 -0.267
C -0.63036 3.58113 -4.28111 0.013 0.029 -0.151
N -1.36920 4.74542 -3.72006 0.057 -0.129 -0.102
O -1.39469 5.76648 -4.36962 -0.020 0.151 -0.058
O -1.89846 4.58817 -2.64075 -0.074 -0.017 0.159
H -0.21265 3.86336 -5.23880 0.017 0.054 0.006
H 0.15306 3.32377 -3.57853 -0.019 -0.016 0.057
H -1.34231 2.76796 -4.38882 -0.001 -0.024 0.096
C 10.93371 0.81549 -0.60269 0.103 -0.028 -0.122
N 10.21938 2.06313 -0.21687 0.110 -0.077 -0.005
O 10.36136 3.03694 -0.91452 -0.008 0.149 -0.085
O 9.53151 2.01372 0.78617 0.192 0.009 -0.008
H 11.49822 1.01022 -1.50574 -0.016 0.066 -0.018
H 11.58844 0.54816 0.22060 -0.076 -0.044 0.062
H 10.18389 0.04751 -0.76669 -0.010 -0.020 0.096
C -4.16989 0.36157 8.03859 0.316 -0.224 0.250
N -3.90693 0.49782 6.58487 -0.074 0.000 0.152
O -2.84424 0.96225 6.23795 0.129 0.117 -0.086
O -4.78121 0.12983 5.82645 -0.200 -0.114 0.439
H -3.30199 0.72068 8.57847 0.064 -0.001 -0.077
H -5.04396 0.94835 8.27198 -0.185 -0.018 -0.034
H -4.34303 -0.69238 8.23634 -0.067 -0.005 -0.043
C -7.95037 -2.84776 1.68356 -0.007 0.215 0.036
N -7.23729 -3.57881 0.60110 -0.061 0.128 0.136
O -6.49925 -2.93717 -0.11146 0.072 -0.016 -0.234
O -7.44433 -4.76815 0.51307 -0.012 -0.168 -0.003
H -7.66258 -1.80438 1.63768 0.071 -0.008 -0.041
H -9.01503 -2.97216 1.51285 -0.007 -0.105 0.041
H -7.65370 -3.29505 2.62678 -0.059 -0.082 -0.004
C 2.44095 0.02966 1.99188 0.076 -0.064 -0.071
N 1.09384 -0.49010 1.62898 0.135 0.052 0.017
O 1.03131 -1.31156 0.73587 -0.026 -0.062 -0.150
O 0.15008 -0.05560 2.24565 -0.130 0.045 0.073
H 3.17427 -0.44937 1.35890 0.004 -0.052 -0.002
H 2.42738 1.10342 1.83082 -0.059 0.025 0.080
H 2.61554 -0.20546 3.03732 -0.084 0.067 0.041
C -7.45015 4.25859 7.47340 -0.116 0.094 0.104
N -6.72538 3.01867 7.86084 -0.095 0.151 -0.056
O -6.86086 2.60876 8.99212 0.016 -0.075 0.146
O -6.03887 2.49284 7.00987 -0.044 0.169 -0.150
H -8.01436 4.60700 8.32932 0.015 -0.048 0.049
H -6.70584 4.98767 7.16943 0.018 -0.042 -0.098
H -8.10592 4.00587 6.64635 0.077 0.000 -0.077
```
Forces are in eV/Å.

Its spin multiplicity is 1. As for the net charge: 0. Its structure (SMILES) is N=[PH2][C@@H]1OC(=O)O[C@@H]1P(O)Cl.C[N+](=O)[O-].C[N+](=O)[O-].C[N+](=O)[O-].C[N+](=O)[O-].C[N+](=O)[O-].C[N+](=O)[O-].C[N+](=O)[O-].C[N+](=O)[O-].C[N+](=O)[O-].C[N+](=O)[O-]. The value obtained for the total energy is -110666.920 eV.

=====

(3)
A cluster of 6 separate species, C13H36ClO15S5 in total. Source: OMol25; level of theory: ωB97M-V/def2-TZVPD.

XYZ file:
```
70
Properties=species:S:1:pos:R:3:forces:R:3
Cl -0.14545 0.10457 -0.75345 -1.069 -0.713 -0.433
O 0.41587 0.89041 -1.82666 0.562 0.028 0.374
O -1.53347 0.48576 -0.60698 0.096 -0.222 0.133
O -0.04811 -1.31075 -1.06280 -0.062 0.167 -0.248
O 0.52878 0.29958 0.50377 0.723 0.730 0.272
O 5.21278 -3.31297 4.11575 -0.561 0.246 -0.642
S 4.32939 -3.19900 2.98804 -0.147 0.404 -0.943
O 2.92283 -3.52149 3.06842 1.016 -0.059 0.186
O 4.43161 -1.67389 2.44201 0.605 -1.304 0.897
C 3.42281 -1.21654 1.53838 -1.112 0.513 -0.649
C 4.08352 -0.23689 0.59207 0.137 0.541 0.378
C 5.06680 -4.07726 1.54580 -0.629 0.433 1.327
H 2.62602 -0.76064 2.13117 0.162 0.167 -0.095
H 2.92479 -2.01620 0.98074 0.333 -0.211 0.140
H 4.76152 -0.73963 -0.09706 0.067 0.017 0.053
H 4.63420 0.48892 1.19720 0.251 -0.138 -0.092
H 3.38536 0.37211 0.01814 -0.354 -0.424 -0.007
H 5.73576 -4.84500 1.92208 -0.039 -0.024 0.043
H 5.61200 -3.31176 1.00633 -0.045 -0.142 -0.293
H 4.20808 -4.50568 1.03896 0.200 0.044 -0.387
O -2.55703 -3.23298 1.92464 -0.402 -0.045 0.239
S -1.44505 -3.21971 2.82543 2.043 0.579 -0.289
O -1.59176 -3.55851 4.21884 0.138 -0.072 -1.113
O -0.29577 -4.17067 2.16700 -0.843 -0.474 1.432
C -0.32534 -4.37620 0.74669 -0.060 0.989 -0.358
C 0.91730 -5.11631 0.33483 0.455 -0.379 0.600
C -0.53700 -1.62906 2.67672 -1.232 -0.531 0.000
H -0.30318 -3.36558 0.31571 -0.235 -0.335 -0.359
H -1.23241 -4.90938 0.45523 0.013 0.186 0.058
H 1.10809 -4.96002 -0.72485 0.002 -0.074 -0.032
H 0.86848 -6.18403 0.56288 -0.213 -0.002 -0.199
H 1.76846 -4.76453 0.92452 -0.033 0.291 -0.186
H 0.48109 -1.81976 2.36077 0.040 -0.117 0.177
H -0.61319 -1.12816 3.63723 0.162 -0.025 0.031
H -1.05290 -1.05002 1.91255 0.068 -0.004 0.021
O 0.98363 5.09498 -1.56861 0.044 0.010 -0.343
S 2.05965 4.93109 -0.64985 -0.155 -0.809 1.750
O 3.08217 5.92521 -0.56184 -0.090 -0.146 0.086
O 1.46090 4.79853 0.87133 0.634 0.998 -0.891
C 0.51494 3.77018 1.17226 -0.312 -1.282 -0.491
C -0.77502 3.79946 0.37648 -0.718 0.188 0.260
C 2.79653 3.30988 -0.81302 0.135 0.433 -1.236
H 0.29067 3.78370 2.23824 0.216 0.631 0.031
H 1.02003 2.80891 1.03211 -0.152 -0.032 -0.141
H -1.38473 4.68312 0.58996 0.293 0.185 0.062
H -1.40168 2.96174 0.69116 0.221 -0.200 -0.078
H -0.65647 3.75881 -0.70139 0.217 -0.213 0.088
H 3.54002 3.15968 -0.03771 -0.321 -0.105 0.311
H 3.33560 3.31275 -1.76572 -0.037 0.266 0.033
H 2.02672 2.55073 -0.95279 -0.055 -0.045 0.517
C -4.14148 -1.85664 -0.37943 0.858 0.736 0.504
S -4.95291 -0.64280 -1.42170 -1.350 1.157 0.213
O -4.83474 0.75991 -0.86533 0.334 -1.213 -0.224
C -3.89512 -0.80629 -2.85795 0.872 -0.987 0.460
H -3.20283 -1.42004 -0.02419 0.194 -0.140 -0.449
H -3.97783 -2.74970 -0.97787 0.009 -0.097 0.122
H -4.67623 -2.05879 0.54615 -0.532 -0.080 -0.336
H -4.24721 -1.69839 -3.38022 -0.198 0.239 -0.257
H -2.87962 -1.05332 -2.53397 0.086 0.443 -0.033
H -3.90819 0.08453 -3.47306 -0.285 0.016 -0.037
C -4.01275 5.05041 -2.76270 -0.224 0.061 -0.950
S -4.18907 3.34676 -3.43174 1.067 -0.500 -0.225
O -3.87151 3.35908 -4.91008 -0.440 0.420 0.705
C -2.64949 2.68004 -2.70269 -0.959 0.408 -0.077
H -2.98838 5.40828 -2.66787 0.097 -0.274 -0.031
H -4.57009 5.20813 -1.84212 0.014 -0.341 0.077
H -4.50276 5.61215 -3.56227 0.021 0.202 0.152
H -1.86771 3.09551 -3.33472 0.169 0.197 0.285
H -2.62477 1.59977 -2.75375 -0.127 -0.025 0.066
H -2.66516 3.00388 -1.66514 0.434 -0.142 0.045
```
Forces are in eV/Å.

Its spin multiplicity is 1. As for the net charge: -1. The value obtained for the relative energy (zero: lowest compared OMol25 entry of this formula, charge and spin) is 19.6 kcal per mole.

=====

Q: Which value of net charge does entry 1 give?
A: 0